1.
C7H9NO2W | ωB97M-V with the def2-TZVPD basis set

Atoms and positions in Å:
W (-0.081, -0.101, -0.580)
C (0.281, -0.029, -2.969)
H (1.361, 0.050, -3.149)
H (-0.026, -1.075, -3.136)
H (-0.166, 0.523, -3.800)
H (-0.170, 0.653, -2.122)
H (-1.202, 1.160, -0.638)
O (1.934, -3.264, 1.328)
C (1.315, -2.247, 1.017)
O (0.736, -1.953, -0.147)
C (1.217, -1.113, 1.984)
C (1.720, -1.157, 3.289)
C (1.661, -0.021, 4.070)
C (1.074, 1.112, 3.485)
C (0.597, 1.128, 2.172)
N (0.738, 0.011, 1.399)
H (2.207, -2.086, 3.565)
H (2.093, -0.054, 5.073)
H (1.005, 2.032, 4.047)
H (0.006, 1.921, 1.710)

Computed properties:
E_LUMO (alpha / beta) = -12.38 / -11.67 eV
<S²> = 2.04
Charge = +2
2S+1 = 3
HOMO (alpha / beta) = -18.2 / -18.2 eV

The net atomic charges from Mulliken, expressed in e, are:
1. W 1.35
2. C -1.03
3. H 0.44
4. H 0.36
5. H 0.37
6. H 0.26
7. H 0.00
8. O -0.44
9. C 0.64
10. O -0.54
11. C 0.45
12. C -0.36
13. C -0.25
14. C -0.63
15. C 0.04
16. N -0.42
17. H 0.50
18. H 0.48
19. H 0.41
20. H 0.38

***

2.
C2H3ClO2S | ωB97M-V with the def2-TZVPD basis set

Atoms and positions in Å:
C (-0.962, -1.057, 0.005)
C (-1.066, 0.208, -0.587)
O (2.238, 0.724, 0.765)
O (-1.187, 0.690, -1.663)
S (2.016, -0.462, -0.316)
Cl (-0.701, 1.397, 0.787)
H (-0.697, -0.926, 1.055)
H (-1.030, -1.810, -0.722)
H (1.387, 1.236, 0.676)

Computed properties:
E_LUMO (alpha / beta) = -2.39 / -1.78 eV
ΔE to the lowest compared entry with this formula, charge and spin = 287.7 kJ/mol
HOMO (alpha / beta) = -9.6 / -9.2 eV

The net atomic charges from Mulliken, expressed in e, are:
1. C -0.91
2. C 0.79
3. O -0.32
4. O -0.45
5. S 0.06
6. Cl -0.35
7. H 0.45
8. H 0.37
9. H 0.37

***

3.
C16H19F6MnO7S5 | ωB97M-V with the def2-TZVPD basis set

Atoms and positions in Å:
Mn (-0.787, 0.214, 0.440)
C (3.821, 1.679, -3.211)
C (4.317, 1.050, -1.903)
S (3.122, -0.035, -1.110)
C (2.707, 0.806, 0.418)
C (2.058, 2.182, 0.326)
S (0.293, 2.313, -0.098)
C (0.102, 2.629, -1.880)
C (1.080, 2.002, -2.856)
S (2.599, 2.982, -3.013)
H (3.438, 0.923, -3.895)
H (4.667, 2.163, -3.701)
H (4.625, 1.817, -1.191)
H (5.186, 0.424, -2.120)
H (3.619, 0.915, 1.014)
H (2.072, 0.096, 0.947)
H (2.554, 2.835, -0.396)
H (2.114, 2.654, 1.306)
H (0.065, 3.714, -1.979)
H (-0.902, 2.249, -2.067)
H (0.596, 1.960, -3.833)
H (1.331, 0.976, -2.568)
O (-4.439, -0.641, 0.896)
S (-3.140, -0.640, 0.345)
O (-1.976, -1.112, 1.185)
O (-2.602, 0.743, -0.003)
C (-3.033, -1.860, -0.955)
C (-4.218, -2.479, -1.286)
C (-4.205, -3.654, -2.041)
C (-3.013, -4.222, -2.423)
C (-1.804, -3.597, -2.111)
C (-1.801, -2.425, -1.387)
S (-0.252, -1.549, -1.343)
O (0.590, -2.064, -2.360)
O (-0.763, -0.140, -1.511)
O (0.366, -1.417, 0.025)
H (-5.149, -2.070, -0.920)
H (-5.141, -4.129, -2.299)
H (-3.006, -5.143, -2.989)
H (-0.868, -3.996, -2.475)
C (0.624, 1.326, 4.184)
C (-0.258, 0.369, 3.381)
O (-0.059, 0.672, 2.035)
C (-1.758, 0.559, 3.793)
F (-2.378, 1.339, 2.904)
F (-1.859, 1.156, 4.980)
F (-2.427, -0.589, 3.872)
C (0.210, -1.081, 3.633)
F (0.079, -1.412, 4.917)
F (1.516, -1.193, 3.320)
F (-0.430, -1.979, 2.896)
H (0.289, 2.346, 4.011)
H (1.652, 1.220, 3.845)
H (0.577, 1.114, 5.250)

Computed properties:
E_LUMO (alpha / beta) = -6.97 / -5.18 eV
<S²> = 3.97
Charge = +1
2S+1 = 4
HOMO (alpha / beta) = -11.4 / -11.4 eV

The net atomic charges from Mulliken, expressed in e, are:
1. Mn 1.07
2. C -0.68
3. C -0.79
4. S -0.04
5. C -0.31
6. C -0.77
7. S -0.06
8. C -0.90
9. C -0.18
10. S -0.15
11. H 0.34
12. H 0.45
13. H 0.37
14. H 0.48
15. H 0.74
16. H -0.48
17. H 0.59
18. H 0.61
19. H 0.68
20. H 0.38
21. H 0.62
22. H -0.33
23. O -0.65
24. S 1.88
25. O -0.49
26. O -0.61
27. C -0.06
28. C -0.56
29. C -0.65
30. C -0.74
31. C -0.48
32. C -0.11
33. S 1.87
34. O -0.61
35. O -0.51
36. O -0.58
37. H 0.54
38. H 0.44
39. H 0.43
40. H 0.53
41. C -1.95
42. C 0.98
43. O -0.19
44. C 0.63
45. F -0.29
46. F -0.29
47. F -0.26
48. C 0.44
49. F -0.29
50. F -0.27
51. F -0.13
52. H 0.46
53. H 0.45
54. H 0.41

***

4.
C10H28FeN2O7P | ωB97M-V with the def2-TZVPD basis set

Atoms and positions in Å:
Fe (-0.436, -1.441, 0.979)
P (-1.925, -2.801, 2.025)
O (-2.912, -3.614, 2.715)
O (-1.965, -2.561, 0.419)
O (-0.341, -3.082, 2.084)
O (-1.793, -1.222, 2.357)
C (0.309, -3.874, -2.151)
C (0.067, -2.424, -1.840)
O (0.810, -2.007, -0.666)
H (1.363, -4.040, -2.389)
H (-0.288, -4.153, -3.019)
H (0.021, -4.482, -1.296)
H (-0.987, -2.243, -1.660)
H (0.341, -1.788, -2.691)
H (1.737, -2.027, -0.922)
C (2.313, 1.047, 3.598)
C (1.547, 0.823, 2.313)
C (2.368, 1.309, 1.153)
O (1.742, 0.990, -0.061)
C (2.471, 1.427, -1.185)
N (1.254, -0.650, 2.131)
H (3.051, 0.263, 3.772)
H (1.622, 1.000, 4.447)
H (2.766, 2.037, 3.653)
H (0.571, 1.307, 2.349)
H (3.359, 0.812, 1.199)
H (2.575, 2.384, 1.244)
H (1.953, 1.067, -2.074)
H (3.480, 0.997, -1.209)
H (2.529, 2.520, -1.218)
H (1.135, -0.995, 3.086)
H (2.174, -1.017, 1.863)
C (-3.473, 0.375, -0.134)
C (-2.125, 0.540, -0.817)
C (-2.080, 1.825, -1.578)
O (-0.834, 1.902, -2.264)
C (-0.449, 3.227, -2.550)
N (-1.022, 0.483, 0.197)
H (-4.246, 0.274, -0.900)
H (-3.731, 1.249, 0.477)
H (-3.499, -0.504, 0.503)
H (-2.035, -0.330, -1.469)
H (-2.174, 2.651, -0.860)
H (-2.868, 1.845, -2.336)
H (-1.219, 3.750, -3.128)
H (0.462, 3.182, -3.149)
H (-0.218, 3.800, -1.642)
H (-1.223, 1.249, 0.854)
H (-0.174, 0.918, -0.213)

Computed properties:
E_LUMO (alpha / beta) = -0.10 / -0.12 eV
<S²> = 8.76
2S+1 = 6
HOMO (alpha / beta) = -8.2 / -7.8 eV

The net atomic charges from Mulliken, expressed in e, are:
1. Fe 1.52
2. P 0.93
3. O -0.82
4. O -0.60
5. O -0.73
6. O -0.70
7. C -1.30
8. C 0.02
9. O -0.67
10. H 0.36
11. H 0.38
12. H 0.31
13. H 0.10
14. H 0.41
15. H 0.29
16. C -1.62
17. C 0.43
18. C -0.95
19. O -0.19
20. C -0.97
21. N -0.42
22. H 0.37
23. H 0.45
24. H 0.42
25. H 0.02
26. H 0.42
27. H 0.46
28. H 0.26
29. H 0.37
30. H 0.31
31. H 0.32
32. H 0.29
33. C -1.66
34. C 0.49
35. C -0.96
36. O -0.24
37. C -0.83
38. N 0.18
39. H 0.46
40. H 0.37
41. H 0.29
42. H 0.13
43. H 0.38
44. H 0.43
45. H 0.37
46. H 0.23
47. H 0.32
48. H 0.32
49. H 0.27

***

5.
C27H51AuN2OP3Se | ωB97M-V with the def2-TZVPD basis set

Atoms and positions in Å:
Au (-1.524, -0.427, -0.899)
P (-0.719, 1.336, -2.274)
P (0.822, 1.284, 0.813)
P (-2.589, 0.374, 1.063)
H (-3.839, -5.667, -2.486)
C (-4.394, -4.728, -2.443)
C (-3.736, -3.504, -2.313)
H (-2.639, -3.399, -2.151)
C (0.738, 1.082, -3.364)
C (-0.298, 3.060, -1.869)
C (-2.078, 1.593, -3.421)
C (1.440, 0.296, 2.246)
C (2.488, 1.786, 0.120)
C (0.493, 2.883, 1.693)
C (-4.083, -0.634, 0.855)
C (-3.026, 2.144, 1.016)
C (-2.091, 0.278, 2.799)
H (-5.473, -4.807, -2.584)
H (-4.273, -2.571, -2.592)
H (0.615, 0.246, -4.053)
H (1.627, 0.881, -2.749)
H (0.941, 1.988, -3.960)
H (0.683, 3.226, -1.401)
H (-1.057, 3.586, -1.294)
H (-0.256, 3.521, -2.868)
H (-2.284, 0.706, -4.028)
H (-1.841, 2.431, -4.092)
H (-3.001, 1.832, -2.889)
H (2.129, 0.898, 2.857)
H (1.983, -0.573, 1.857)
H (0.629, -0.084, 2.885)
H (2.896, 2.689, 0.602)
H (2.414, 1.980, -0.959)
H (3.220, 0.982, 0.267)
H (1.441, 3.084, 2.215)
H (-0.329, 2.819, 2.421)
H (0.281, 3.694, 0.975)
H (-4.793, -0.355, 1.636)
H (-3.849, -1.707, 0.900)
H (-4.507, -0.427, -0.135)
H (-3.869, 2.193, 1.716)
H (-3.330, 2.497, 0.020)
H (-2.212, 2.788, 1.382)
H (-3.002, 0.418, 3.394)
H (-1.405, 1.088, 3.074)
H (-1.631, -0.669, 3.089)
C (-0.742, -4.401, 2.239)
C (-1.052, -4.504, 0.866)
C (-2.330, -4.982, 0.463)
C (-3.209, -5.533, 1.419)
C (-2.862, -5.484, 2.784)
C (-1.665, -4.896, 3.176)
Se (0.688, -3.408, 2.977)
H (-0.408, -2.713, 3.699)
H (-0.309, -4.148, 0.139)
H (-2.703, -4.938, -0.574)
H (-4.163, -6.020, 1.128)
H (-3.521, -5.919, 3.557)
H (-1.479, -4.789, 4.255)
C (7.180, 0.745, 0.830)
C (7.070, -0.560, 0.077)
N (5.781, -0.671, -0.620)
C (5.528, 0.361, -1.641)
C (5.989, 0.006, -3.055)
C (5.260, -1.941, -0.726)
O (5.790, -2.951, -0.259)
C (3.925, -2.013, -1.420)
C (3.695, -2.812, -2.560)
C (2.400, -2.827, -3.073)
C (1.393, -2.109, -2.404)
N (1.602, -1.461, -1.256)
C (2.839, -1.442, -0.750)
H (7.129, 1.582, 0.122)
H (8.151, 0.793, 1.331)
H (6.405, 0.878, 1.593)
H (7.854, -0.562, -0.696)
H (7.190, -1.438, 0.721)
H (4.445, 0.524, -1.707)
H (5.968, 1.299, -1.274)
H (5.319, -0.771, -3.451)
H (5.919, 0.904, -3.689)
H (7.033, -0.343, -3.100)
H (4.535, -3.400, -2.959)
H (2.145, -3.380, -3.987)
H (0.373, -2.051, -2.815)
H (2.967, -0.994, 0.234)

Computed properties:
E_LUMO (alpha / beta) = -9.64 / -12.17 eV
<S²> = 2.02
ΔE to the lowest compared entry with this formula, charge and spin = 179.3 kJ/mol
Charge = +3
2S+1 = 3
HOMO (alpha / beta) = -15.2 / -15.2 eV

The net atomic charges from Mulliken, expressed in e, are:
1. Au 0.83
2. P 0.70
3. P 0.83
4. P 0.84
5. H 0.32
6. C -0.67
7. C -0.24
8. H 0.22
9. C -0.89
10. C -1.47
11. C -1.25
12. C -1.08
13. C -0.99
14. C -1.70
15. C -1.18
16. C -1.17
17. C -0.94
18. H 0.28
19. H 0.23
20. H 0.44
21. H -0.06
22. H 0.55
23. H 0.40
24. H 0.34
25. H 0.57
26. H 0.39
27. H 0.45
28. H 0.40
29. H 0.39
30. H 0.27
31. H 0.28
32. H 0.57
33. H 0.12
34. H 0.15
35. H 0.60
36. H 0.44
37. H 0.35
38. H 0.45
39. H 0.38
40. H 0.41
41. H 0.50
42. H 0.33
43. H 0.26
44. H 0.52
45. H 0.36
46. H -0.02
47. C 0.09
48. C -0.41
49. C -0.01
50. C -0.39
51. C -0.56
52. C -0.21
53. Se 0.30
54. H 0.16
55. H 0.60
56. H -0.03
57. H 0.43
58. H 0.43
59. H 0.44
60. C -1.14
61. C -0.49
62. N 0.48
63. C -0.09
64. C -1.20
65. C -0.06
66. O -0.65
67. C 0.46
68. C -0.31
69. C -1.08
70. C -0.47
71. N 0.31
72. C -0.90
73. H 0.39
74. H 0.41
75. H 0.24
76. H 0.25
77. H 0.46
78. H -0.53
79. H 0.55
80. H 0.25
81. H 0.40
82. H 0.31
83. H 0.56
84. H 0.45
85. H 0.52
86. H 0.52

***

6.
C6H10Si | ωB97M-V with the def2-TZVPD basis set

Atoms and positions in Å:
C (-2.807, 1.148, -0.004)
C (-1.713, 0.699, -0.044)
C (1.365, 2.046, -0.041)
C (1.178, 0.976, -0.811)
C (-0.120, -1.762, -1.215)
C (0.343, -0.862, 1.618)
Si (-0.090, -0.257, -0.099)
H (-3.808, 1.426, 0.142)
H (1.972, 2.835, -0.456)
H (1.088, 2.199, 0.942)
H (1.548, 0.829, -1.904)
H (0.810, -1.840, -1.729)
H (-0.299, -2.713, -0.684)
H (-0.845, -1.653, -1.905)
H (1.378, -0.959, 1.860)
H (-0.078, -0.280, 2.527)
H (0.079, -1.832, 1.803)

Computed properties:
E_LUMO = 1.02 eV
ΔE to the lowest compared entry with this formula, charge and spin = 35.3 kJ/mol
SMILES = C#C[Si](C)(C)C=C
HOMO = -9.9 eV

The net atomic charges from Mulliken, expressed in e, are:
1. C 0.61
2. C -1.15
3. C -0.76
4. C -0.15
5. C -1.20
6. C -1.27
7. Si 0.48
8. H 0.45
9. H 0.23
10. H 0.32
11. H 0.24
12. H 0.34
13. H 0.30
14. H 0.40
15. H 0.43
16. H 0.29
17. H 0.47